1.
{
  "formula": "C3H7N3S",
  "method": "ωB97M-V/def2-TZVPD",
  "lumo_energy_ev": -0.358,
  "multiplicity": 1,
  "de_lowest_ev": 6.673,
  "species": ["S", "N", "N", "N", "C", "C", "C", "H", "H", "H", "H", "H", "H", "H"],
  "positions_angstrom": [[-1.310, -2.440, 0.173], [0.552, -0.472, 0.245], [1.863, -0.125, 0.707], [0.073, 1.881, -0.385], [0.287, -1.829, 0.339], [-0.300, 0.726, -0.187], [-1.548, 0.367, -0.709], [-2.327, 0.749, 0.382], [1.016, -2.128, 0.973], [-1.990, -0.915, -1.058], [2.393, -0.074, -0.120], [0.999, 2.430, 0.135], [1.954, 0.755, 1.236], [-1.664, 1.074, -1.728]],
  "lowdin_charge": [0.5754, -0.1612, 0.0475, 0.0962, -0.5037, -0.5795, -0.1840, 0.1884, 0.0251, 0.0580, 0.0683, 0.1579, 0.0884, 0.1232]
}

***

2.
{
  "formula": "C3H7N3S",
  "method": "ωB97M-V/def2-TZVPD",
  "lumo_energy_ev": 0.701,
  "multiplicity": 1,
  "de_lowest_ev": 3.069,
  "smiles": "C=NN/C=N/SC",
  "species": ["S", "N", "N", "N", "C", "C", "C", "H", "H", "H", "H", "H", "H", "H"],
  "positions_angstrom": [[-0.954, 0.392, 1.781], [0.351, -0.034, 0.727], [0.861, -1.017, -1.217], [0.549, -1.234, -2.520], [0.017, 1.221, 3.028], [-0.392, -0.524, -3.078], [-0.051, -0.471, -0.431], [-0.670, 1.626, 3.799], [-0.562, -0.783, -4.192], [-1.058, 0.279, -2.651], [-1.120, -0.560, -0.715], [0.690, 2.077, 2.698], [1.575, -1.502, -0.746], [0.763, 0.527, 3.517]],
  "lowdin_charge": [0.7660, -0.2832, -0.0441, -0.0372, -0.4739, -0.0712, -0.3846, 0.0292, 0.0857, 0.0742, 0.1128, 0.0523, 0.1319, 0.0420]
}

***

3.
{
  "formula": "C3H7N3S",
  "method": "ωB97M-V/def2-TZVPD",
  "lumo_energy_ev": 0.723,
  "multiplicity": 1,
  "de_lowest_ev": 3.004,
  "smiles": "NC(=S)NN1CC1",
  "species": ["S", "N", "N", "N", "C", "C", "C", "H", "H", "H", "H", "H", "H", "H"],
  "positions_angstrom": [[-1.148, 1.361, 0.030], [1.480, -0.797, -0.108], [0.127, -1.044, -0.059], [-2.085, -1.107, -0.104], [2.020, 0.179, 0.799], [-0.973, -0.351, 0.020], [1.986, 0.490, -0.684], [0.089, -2.082, -0.192], [2.893, 0.192, -1.241], [-2.934, -0.631, 0.410], [2.970, -0.266, 1.210], [1.281, 1.247, -1.123], [-2.023, -2.087, 0.146], [1.244, 0.584, 1.397]],
  "lowdin_charge": [0.5379, -0.1323, -0.0274, 0.0311, -0.1396, -0.9186, -0.1078, 0.1741, 0.0997, 0.1404, 0.1203, 0.0710, 0.0866, 0.0647]
}

***

4.
{
  "formula": "C3H7N3S",
  "method": "ωB97M-V/def2-TZVPD",
  "lumo_energy_ev": [0.762, -1.918],
  "multiplicity": 3,
  "de_lowest_ev": 2.332,
  "species": ["S", "N", "N", "N", "C", "C", "C", "H", "H", "H", "H", "H", "H", "H"],
  "positions_angstrom": [[-1.093, 0.653, -0.693], [0.875, -1.089, 0.424], [2.193, -0.979, 0.056], [2.654, 0.128, -0.125], [0.205, 0.161, 0.401], [1.793, 1.183, -0.268], [-2.555, -0.461, -0.132], [-3.385, -0.236, -0.775], [0.233, 0.683, 1.453], [-2.188, -1.502, -0.325], [1.677, 1.496, -1.307], [-2.846, -0.152, 0.886], [0.421, -1.981, 0.122], [2.015, 2.094, 0.283]],
  "lowdin_spin": [0.0402, 0.2659, 0.7120, 0.7037, 0.1139, 0.1000, 0.0134, 0.0004, 0.0063, 0.0007, 0.0221, 0.0003, 0.0070, 0.0141]
}

***

5.
{
  "formula": "C3H7N3S2",
  "method": "ωB97M-V/def2-TZVPD",
  "lumo_energy_ev": 0.267,
  "multiplicity": 1,
  "de_lowest_ev": 5.132,
  "species": ["S", "S", "N", "N", "N", "C", "C", "C", "H", "H", "H", "H", "H", "H", "H"],
  "positions_angstrom": [[-1.501, -2.362, -0.302], [3.455, 0.099, -0.084], [1.132, 1.024, -0.151], [1.281, -1.235, 0.139], [1.838, -0.145, 0.017], [-0.256, 1.015, -0.576], [-1.098, 0.260, 0.523], [-0.569, -1.166, 0.649], [-0.916, 0.749, 1.610], [-0.444, 0.428, -1.510], [-0.535, 2.188, -0.674], [1.825, 1.756, -0.313], [-0.400, -1.622, 1.623], [-2.235, 0.404, 0.246], [-1.577, -1.395, -1.197]],
  "lowdin_charge": [0.7708, 0.5321, -0.0906, 0.0833, -0.8138, -0.1956, -0.2653, -0.5670, 0.1499, 0.1075, 0.1718, 0.0710, 0.0659, 0.1340, -0.1539]
}

***

6.
{
  "formula": "C3H7N3S2",
  "method": "ωB97M-V/def2-TZVPD",
  "lumo_energy_ev": 0.457,
  "multiplicity": 1,
  "de_lowest_ev": 2.786,
  "smiles": "CSSNC#N.C=N",
  "species": ["S", "S", "N", "N", "N", "C", "C", "C", "H", "H", "H", "H", "H", "H", "H"],
  "positions_angstrom": [[-0.196, 1.194, -0.311], [-2.073, 1.021, -0.744], [0.105, -2.120, 1.069], [-0.056, 0.337, 1.150], [3.293, -1.443, -1.735], [0.088, -0.981, 1.229], [-2.902, 2.339, 0.277], [2.611, -2.224, -1.053], [-4.050, 2.339, 0.079], [-2.667, 3.278, -0.063], [1.621, -2.552, -1.397], [-2.889, 2.074, 1.326], [4.282, -1.299, -1.515], [2.821, -2.902, -0.213], [0.012, 0.939, 1.901]],
  "lowdin_charge": [0.5118, 0.4310, 0.1507, -0.3768, 0.0183, -0.3989, -0.4207, -0.1986, 0.0720, -0.0145, 0.0506, 0.0229, 0.0422, 0.0601, 0.0500]
}

***

7.
{
  "formula": "C3H7N3S2",
  "method": "ωB97M-V/def2-TZVPD",
  "lumo_energy_ev": 0.069,
  "multiplicity": 1,
  "de_lowest_ev": 0.607,
  "smiles": "[H]/N=C(\\N)NC(=S)CS",
  "species": ["S", "S", "N", "N", "N", "C", "C", "C", "H", "H", "H", "H", "H", "H", "H"],
  "positions_angstrom": [[1.582, -0.374, 1.918], [1.685, -2.152, -1.256], [-1.031, 1.124, 0.313], [-1.108, 1.538, -2.076], [0.392, 0.034, -1.189], [-0.649, 0.984, -1.007], [0.333, -1.279, 0.973], [0.701, -1.032, -0.478], [-0.664, -0.952, 1.214], [0.394, -2.394, 1.094], [-0.179, 1.301, 0.863], [0.730, -0.026, -2.163], [-1.758, 1.844, 0.538], [-1.790, 2.278, -1.885], [1.363, -0.894, 3.140]],
  "lowdin_charge": [0.7339, 0.6342, 0.1022, 0.1230, 0.0243, -0.5087, -0.5791, -0.8899, 0.0496, 0.0798, 0.0608, 0.1265, 0.1293, 0.0460, -0.1319]
}

***

8.
{
  "formula": "C3H7N3S2",
  "method": "ωB97M-V/def2-TZVPD",
  "lumo_energy_ev": 0.277,
  "multiplicity": 1,
  "de_lowest_ev": 3.516,
  "smiles": "[H]/N=C(/C=N/S)N(C)S",
  "species": ["S", "S", "N", "N", "N", "C", "C", "C", "H", "H", "H", "H", "H", "H", "H"],
  "positions_angstrom": [[1.877, 0.983, 0.622], [-2.953, 0.683, 1.154], [1.397, -0.417, -0.364], [0.076, -1.170, -2.222], [-1.226, 0.412, 0.636], [-1.078, -0.128, -0.578], [0.224, -0.558, -1.150], [2.463, -1.443, -0.495], [3.168, -1.183, -1.375], [3.103, -1.485, 0.358], [-2.049, -0.683, -1.277], [1.145, 0.760, 1.722], [0.906, -1.563, -2.548], [-2.410, 0.915, 2.373], [1.968, -2.409, -0.677]],
  "lowdin_charge": [0.7694, 0.6485, -0.4699, 0.1582, -0.3532, -0.2284, -0.5085, -0.1433, 0.1044, 0.0459, 0.1824, -0.1594, 0.0268, -0.1576, 0.0846]
}

***

9.
{
  "formula": "C3H7N3Si",
  "method": "ωB97M-V/def2-TZVPD",
  "lumo_energy_ev": 0.067,
  "multiplicity": 1,
  "de_lowest_ev": 4.964,
  "species": ["Si", "N", "N", "N", "C", "C", "C", "H", "H", "H", "H", "H", "H", "H"],
  "positions_angstrom": [[-1.955, -0.553, 0.987], [1.555, -2.206, 1.150], [1.654, -0.825, -0.740], [1.476, -1.447, 0.292], [-0.518, 0.382, 0.736], [-0.206, 0.844, -0.628], [1.248, 0.479, -1.065], [-2.294, -0.821, 2.294], [1.812, 1.203, -0.573], [-0.894, 0.472, -1.294], [-0.354, 1.946, -0.732], [-2.899, -1.076, 0.071], [-0.147, 0.960, 1.577], [1.522, 0.642, -2.077]],
  "lowdin_charge": [0.7956, 0.1738, 0.0356, -0.2423, -0.3936, -0.3125, -0.2211, -0.1285, 0.0840, 0.0489, 0.1212, -0.1019, 0.0408, 0.1000]
}

***

10.
{
  "formula": "C3H7N4",
  "method": "ωB97M-V/def2-TZVPD",
  "lumo_energy_ev": -5.918,
  "multiplicity": 1,
  "de_lowest_ev": 4.820,
  "smiles": "N[N+]1=NC=NCC1",
  "charge": 1,
  "species": ["N", "N", "N", "N", "C", "C", "C", "H", "H", "H", "H", "H", "H", "H"],
  "positions_angstrom": [[-0.268, 1.384, -0.109], [0.583, 0.478, -0.089], [1.802, 0.702, 0.341], [-1.898, -0.185, 0.257], [0.199, -0.831, -0.642], [-0.821, -1.087, 0.462], [-1.606, 0.999, -0.092], [-0.035, -0.830, -1.722], [-2.337, 1.832, -0.485], [2.811, 0.335, 0.119], [0.987, -1.592, -0.675], [-0.987, -2.120, 0.600], [-0.326, -0.703, 1.294], [1.896, 1.617, 0.740]],
  "lowdin_charge": [0.1706, -0.2172, 0.1899, 0.1128, -0.0431, -0.1530, -0.1487, 0.1592, 0.1779, 0.2257, 0.1404, 0.1295, 0.1222, 0.1339]
}

***

11.
{
  "formula": "C3H7N4",
  "method": "ωB97M-V/def2-TZVPD",
  "lumo_energy_ev": [-4.206, -4.202],
  "multiplicity": 1,
  "de_lowest_ev": 3.145,
  "charge": 1,
  "species": ["N", "N", "N", "N", "C", "C", "C", "H", "H", "H", "H", "H", "H", "H"],
  "positions_angstrom": [[-2.598, -0.602, -0.069], [-1.376, -0.091, 0.007], [0.512, 1.115, 0.002], [2.267, -0.497, -0.023], [-0.925, 1.181, 0.008], [-0.154, -0.958, 0.009], [1.005, -0.115, 0.005], [-1.433, 2.213, -0.152], [2.464, -1.451, -0.173], [0.946, 2.007, 0.020], [-0.268, -1.372, 1.083], [-3.340, 0.100, 0.048], [-0.221, -1.680, -0.781], [3.122, 0.151, 0.013]],
  "lowdin_charge": [0.0969, -0.2257, 0.1468, 0.2250, -0.0320, 0.0037, -0.3084, 0.1791, 0.1208, 0.1640, 0.2078, 0.0710, 0.1555, 0.1955]
}

***

12.
{
  "formula": "C3H7N4",
  "method": "ωB97M-V/def2-TZVPD",
  "lumo_energy_ev": [-6.810, -6.805],
  "multiplicity": 1,
  "de_lowest_ev": 5.620,
  "charge": 1,
  "species": ["N", "N", "N", "N", "C", "C", "C", "H", "H", "H", "H", "H", "H", "H"],
  "positions_angstrom": [[-0.503, 0.404, -0.836], [1.787, 0.772, -0.068], [-1.931, -1.404, 1.062], [-0.241, -0.206, 0.161], [0.131, 1.149, -1.646], [1.005, 0.192, 0.882], [1.501, 1.096, -1.217], [2.367, 1.526, -1.811], [-2.291, -1.553, 1.969], [0.886, 0.870, 1.659], [-1.244, -2.182, 0.830], [1.460, -0.779, 1.251], [-2.689, -1.375, 0.328], [-0.236, 1.489, -2.563]],
  "lowdin_charge": [0.0977, 0.1306, 0.0852, 0.0994, -0.0014, -0.1304, -0.0843, 0.1762, 0.0333, 0.1189, 0.0888, 0.1734, 0.0918, 0.1210]
}

***

Number 1: molecular weight 117.2 Da, E_tot -18523.7979 eV. Number 2: molecular weight 117.2 Da, E_tot -18527.4015 eV. Number 3: molecular weight 117.2 Da, E_tot -18527.4665 eV. Number 4: molecular weight 117.2 Da, E_tot -18522.8979 eV. Number 5: molecular weight 149.2 Da, E_tot -29360.4955 eV. Number 6: molecular weight 149.2 Da, E_tot -29362.8415 eV. Number 7: molecular weight 149.2 Da, E_tot -29365.0200 eV. Number 8: molecular weight 149.2 Da, E_tot -29362.1116 eV. Number 9: molecular weight 113.2 Da, E_tot -15567.5300 eV. Number 10: molecular weight 99.1 Da, E_tot -9173.6966 eV. Number 11: molecular weight 99.1 Da, E_tot -9175.3711 eV. Number 12: molecular weight 99.1 Da, E_tot -9172.8969 eV.